Entry 1:
Here is C2H4N4O5 in the gas phase from the OMol25 dataset. Energies are from wB97M-V/def2-TZVPD.

Atoms and positions in Å:
N  -1.55  -0.01  1.17
C  -0.24  0.00  0.81
O  0.64  -0.03  1.61
N  0.08  0.08  -0.66
C  1.51  -0.16  -0.97
N  1.62  -1.64  -1.33
O  2.45  -1.87  -2.17
O  0.93  -2.37  -0.70
N  -0.80  0.03  -1.69
O  -1.98  0.00  -1.44
O  -0.32  0.12  -2.79
H  -2.43  -0.03  0.49
H  -1.72  -0.44  1.99
H  1.76  0.59  -1.72
H  2.02  -0.05  0.05

Values from the calculation:
Kohn-Sham gap: 11.08 eV
SMILES: NC(=O)N(C[N+](=O)[O-])[N+](=O)[O-]

=====

Entry 2:
Here is a molecular structure, C20H36BNO40S8 from the OMol25 dataset. Energies are from wB97M-V/def2-TZVPD.

Atoms and positions in Å:
N  12.89  -19.94  6.91
H  11.88  -20.06  6.94
H  13.19  -19.15  7.47
H  13.18  -19.86  5.92
H  13.35  -20.82  7.16
O  13.30  -20.23  4.17
C  12.79  -20.30  3.07
O  11.68  -19.71  2.73
B  11.47  -19.82  1.27
O  12.71  -20.45  0.77
C  13.49  -20.79  1.78
O  14.57  -21.30  1.73
O  10.26  -20.54  0.86
C  9.56  -19.83  -0.01
O  8.56  -20.15  -0.59
C  10.21  -18.41  -0.06
O  11.28  -18.48  0.71
O  9.85  -17.47  -0.69
C  9.31  -13.44  0.94
C  9.91  -14.85  1.13
O  10.56  -14.82  2.40
S  10.82  -13.33  2.99
O  12.18  -12.93  2.75
O  10.27  -13.25  4.30
O  9.88  -12.56  1.92
H  8.23  -13.40  1.11
H  9.41  -12.96  -0.03
H  10.69  -14.92  0.37
H  9.15  -15.61  1.09
C  9.04  -23.55  -1.19
C  10.54  -23.59  -0.91
O  11.20  -23.32  -2.14
S  10.22  -22.56  -3.20
O  10.14  -23.21  -4.46
O  10.61  -21.18  -3.17
O  8.85  -22.78  -2.37
H  8.51  -23.00  -0.41
H  8.60  -24.54  -1.21
H  10.84  -24.56  -0.52
H  10.83  -22.89  -0.12
C  15.54  -22.74  -1.25
C  15.85  -21.65  -2.26
O  17.14  -21.91  -2.85
S  18.00  -22.77  -1.84
O  18.56  -21.97  -0.78
O  18.82  -23.69  -2.56
O  16.72  -23.59  -1.25
H  14.72  -23.37  -1.58
H  15.50  -22.40  -0.21
H  15.79  -20.62  -1.89
H  15.22  -21.65  -3.15
C  4.61  -20.45  1.68
C  5.32  -20.54  0.29
O  4.53  -21.41  -0.51
S  2.99  -21.16  -0.08
O  2.21  -22.31  -0.34
O  2.58  -19.88  -0.53
O  3.35  -21.08  1.50
H  4.47  -19.43  2.00
H  5.26  -20.97  2.38
H  6.33  -20.93  0.38
H  5.32  -19.56  -0.20
C  13.07  -18.61  -2.10
C  12.28  -18.38  -3.40
O  13.09  -17.50  -4.16
S  14.66  -17.63  -3.74
O  15.17  -16.41  -3.19
O  15.38  -18.22  -4.80
O  14.39  -18.73  -2.61
H  12.78  -19.54  -1.61
H  12.95  -17.76  -1.43
H  11.32  -17.93  -3.18
H  12.18  -19.38  -3.81
C  14.16  -15.21  1.80
C  13.35  -16.04  0.81
O  14.27  -16.54  -0.16
S  15.78  -16.60  0.42
O  16.58  -15.74  -0.38
O  16.19  -17.94  0.69
O  15.45  -15.85  1.80
H  13.75  -15.19  2.81
H  14.29  -14.20  1.43
H  12.59  -15.41  0.37
H  12.89  -16.91  1.26
C  16.05  -17.82  4.37
C  16.46  -19.02  3.53
O  16.82  -20.10  4.42
S  16.93  -19.53  5.94
O  18.18  -19.77  6.54
O  15.74  -19.83  6.70
O  16.85  -17.96  5.53
H  14.97  -17.90  4.55
H  16.24  -16.87  3.88
H  17.39  -18.82  3.00
H  15.70  -19.29  2.80
C  17.33  -22.90  3.20
C  16.63  -23.15  4.54
O  17.65  -23.67  5.36
S  19.13  -23.15  4.97
O  19.94  -24.30  4.77
O  19.59  -22.07  5.78
O  18.68  -22.53  3.54
H  16.98  -22.07  2.59
H  17.39  -23.79  2.57
H  15.78  -23.83  4.50
H  16.21  -22.21  4.89

Values from the calculation:
Kohn-Sham gap: 9.11 eV

=====

Entry 3:
Here is a gas-phase ion, C2H5F2N2 (charge +1) from the OMol25 dataset. Energies are from wB97M-V/def2-TZVPD.

Atoms and positions in Å:
N  1.42  0.27  -0.23
C  0.21  -0.23  -0.33
N  -0.40  -1.07  -1.10
C  -0.83  0.60  0.83
F  -0.01  0.96  1.88
F  -1.82  -0.13  1.33
H  1.59  1.06  0.37
H  2.23  -0.27  -0.49
H  -1.40  -1.09  -1.14
H  0.15  -1.76  -1.61
H  -1.14  1.67  0.50

Values from the calculation:
Charge: +1
Kohn-Sham gap: 12.43 eV
SMILES: NC(=[NH2+])C(F)F

=====

Entry 4:
Here is 2 unconnected molecules or ions with the total composition CH3ClN2O from the OMol25 dataset. Energies are from wB97M-V/def2-TZVPD.

Atoms and positions in Å:
N  -1.38  -0.63  0.80
C  -1.85  -0.98  -0.25
O  -1.87  -1.35  -1.34
H  -1.75  -0.03  1.49
N  1.21  -1.30  0.05
Cl  1.27  0.16  -0.93
H  0.75  -2.01  -0.55
H  0.44  -1.13  0.75

Values from the calculation:
Kohn-Sham gap: 9.91 eV
SMILES: N=C=O.NCl

=====

Entry 5:
Here is C3H7N3OS in the gas phase from the OMol25 dataset. Energies are from wB97M-V/def2-TZVPD.

Atoms and positions in Å:
H  -1.37  -1.37  -2.33
N  -1.46  -0.70  -1.62
C  -0.34  -0.61  -1.07
N  0.86  -1.17  -1.43
N  -0.19  0.41  0.05
C  0.75  0.60  0.90
S  2.11  -0.35  1.20
O  -1.24  1.33  -0.08
C  -2.42  0.98  0.67
H  1.64  -1.06  -0.74
H  0.84  -2.09  -1.86
H  0.61  1.42  1.58
H  -2.99  1.87  0.88
H  -3.08  0.18  0.24
H  -2.02  0.51  1.67

Values from the calculation:
Kohn-Sham gap: 9.13 eV
SMILES: [H]/N=C(\N)N(C=S)OC

=====

Entry 6:
Here is C5H12N2O in the gas phase from the OMol25 dataset. Energies are from wB97M-V/def2-TZVPD.

Atoms and positions in Å:
C  0.40  1.00  2.50
C  0.77  0.71  0.99
C  -0.31  1.06  0.08
N  -0.23  2.39  -0.51
C  0.22  0.10  -1.30
N  -0.73  -0.97  -1.28
C  -0.56  -2.31  -0.77
O  0.34  -2.55  -0.04
H  0.71  2.00  2.96
H  0.88  0.27  3.13
H  -0.68  0.75  2.60
H  1.79  1.11  0.81
H  0.95  -0.43  1.02
H  -1.31  0.74  0.31
H  0.66  2.86  -0.77
H  -0.73  2.99  0.18
H  1.29  -0.12  -1.35
H  0.13  0.73  -2.19
H  -1.50  -0.82  -1.94
H  -1.34  -2.93  -0.97

Values from the calculation:
Kohn-Sham gap: 9.29 eV
SMILES: CC[C@@H](N)CNC=O

=====

no.,strongest force on any atom (eV/A),calculated total energy (eV),HOMO level (eV)
1,5.97,-18330.407,-11.25
2,1.98,-192069.457,-10.89
3,5.42,-10562.741,-16.86
4,1.93,-18634.409,-9.61
5,4.61,-20574.910,-8.75
6,7.31,-10405.372,-8.32